Entry 1:
{"formula": "C4H9NOS", "method": "the ωB97M-V functional and the def2-TZVPD basis", "multiplicity": 3, "homo_ev": [-7.854, -9.676], "relative_energy_kj_mol": 150.89, "total_charge": 0, "s_squared": 2.0085, "homo_lumo_gap_ev": [8.79, 8.41], "total_energy_ha": -685.79854, "elements": ["C", "H", "C", "H", "H", "H", "H", "O", "N", "S", "H", "H", "C", "H", "H", "C"], "positions_angstrom": [[0.149, 1.984, 0.015], [1.985, -0.877, 0.512], [0.513, 0.689, 0.614], [0.869, 2.705, -0.438], [-0.749, 2.379, 0.582], [-4.063, -1.156, -1.258], [2.085, 0.210, 1.829], [-2.028, -0.153, 1.067], [0.012, 0.719, -0.669], [-2.582, 0.376, -0.183], [-0.301, 0.237, 1.321], [2.779, 0.704, 0.238], [1.988, 0.123, 0.793], [-2.521, -1.709, -0.580], [-2.624, -1.124, -2.244], [-3.019, -1.052, -1.222]], "forces_ev_per_a": [[-0.4909, 0.9588, 1.1114], [0.1559, -1.8806, -0.5692], [1.7335, -1.7749, 1.9302], [-0.6678, -0.5977, 0.5679], [0.8843, 0.0346, -1.3514], [-1.4144, -0.3566, 0.2015], [0.9679, -0.0128, 1.6905], [-0.2056, -1.0993, 1.0284], [-0.4185, 0.1780, -1.8655], [-1.9440, 1.4646, -1.9743], [2.3138, 1.0812, -0.8699], [-0.9959, -0.5347, 0.5738], [-1.5948, 2.8611, -1.1126], [0.3460, -2.0456, 0.5764], [0.2364, 0.5265, 0.4212], [1.0942, 1.1974, -0.3584]], "lowdin_charge": [-0.1911, 0.0384, -0.4435, 0.1144, 0.1033, 0.0144, 0.0398, -0.5605, 0.0410, 0.8722, 0.1256, 0.0928, -0.0237, 0.0059, 0.0597, -0.2888]}


Entry 2:
{"formula": "C21H23N5O3S", "method": "the ωB97M-V functional and the def2-TZVPD basis", "multiplicity": 1, "homo_ev": -8.793, "smiles": "Cc1ccc(-c2nn3c(C)nnc3c3ccccc23)cc1S(=O)(=O)NC(C)(C)CO", "relative_energy_kj_mol": 338.48, "total_charge": 0, "homo_lumo_gap_ev": 8.51, "total_energy_ha": -1711.70952, "elements": ["C", "H", "C", "H", "O", "C", "H", "H", "C", "H", "C", "N", "H", "H", "C", "H", "C", "C", "C", "H", "H", "S", "O", "C", "H", "C", "C", "H", "H", "C", "C", "C", "H", "C", "H", "H", "H", "H", "H", "O", "C", "H", "N", "H", "N", "H", "N", "C", "N", "C", "C", "C", "H"], "positions_angstrom": [[2.798, -2.414, -2.404], [1.877, 2.442, -2.912], [-3.874, -0.475, 2.528], [-0.958, -1.970, 4.807], [3.114, 0.884, -3.007], [-5.384, -0.001, 0.626], [1.970, 4.247, -1.331], [0.888, 3.149, -0.461], [1.641, -2.022, -1.549], [-2.398, -0.495, -1.787], [-0.722, -2.244, -1.038], [-2.579, -0.773, 2.923], [0.286, -3.315, -2.576], [2.912, -1.694, -3.216], [1.731, -1.099, -0.513], [-1.671, -2.721, -1.235], [2.806, 2.286, -0.968], [-3.232, -0.383, -1.110], [-5.550, 0.149, -0.731], [3.661, 0.344, -2.407], [-0.755, -0.244, 5.095], [3.231, -0.265, 0.018], [3.506, -0.669, 1.363], [-0.612, -1.317, -0.002], [2.631, -3.396, -2.840], [-4.469, -0.027, -1.595], [-4.132, -0.355, 1.133], [4.592, 3.326, -0.337], [3.724, -2.418, -1.838], [-1.766, -0.964, 0.841], [1.920, 3.472, -0.571], [-2.633, -0.792, 4.290], [0.764, -0.066, 1.069], [2.223, 1.645, -2.246], [3.015, 1.697, 1.013], [4.301, 3.373, -2.083], [1.345, 1.045, -1.951], [2.254, 3.893, 0.374], [-1.796, -1.192, 6.174], [4.296, -0.410, -0.948], [0.386, -2.586, -1.786], [-6.192, 0.153, 1.324], [-1.553, -1.030, 2.116], [4.904, 1.896, -1.326], [2.721, 1.316, 0.126], [-6.515, 0.421, -1.131], [-3.854, -0.526, 4.667], [4.247, 2.751, -1.194], [-4.626, -0.331, 3.589], [-1.464, -1.069, 5.148], [0.636, -0.766, 0.260], [-3.039, -0.582, 0.263], [-4.605, 0.122, -2.656]], "forces_ev_per_a": [[0.1891, -0.1032, -0.1529], [-0.0293, -0.0028, 0.1621], [0.4080, -0.1142, 0.5352], [0.0796, -0.0409, 0.0642], [0.4175, -0.3037, -0.1621], [0.0865, -0.0226, 0.0306], [0.0417, 0.0825, -0.0642], [-0.1524, -0.0039, 0.0210], [0.0504, -0.0151, -0.0371], [0.0066, -0.0050, -0.0619], [0.1078, 0.0703, 0.0866], [-1.4581, 0.4325, 0.0701], [0.0324, -0.0766, -0.0693], [0.0528, -0.0001, -0.0517], [0.3647, 0.1808, 0.0506], [-0.0852, -0.0149, -0.0458], [0.0642, 0.2526, -0.6956], [0.0067, 0.0018, 0.0019], [0.0097, -0.0084, 0.0832], [-0.1208, 0.1430, -0.3403], [0.0911, -0.0045, 0.0466], [-0.1084, 0.4979, 0.4421], [-0.1397, 0.0069, 0.1426], [0.5005, -0.0017, -0.1313], [-0.0152, -0.0417, -0.0150], [0.0580, -0.0064, -0.0814], [0.1678, -0.0501, -0.5348], [0.0375, 0.0806, 0.1028], [0.0293, -0.1349, -0.1172], [-0.0851, 0.0126, 0.5677], [0.1011, -0.4195, -0.0678], [0.2849, -0.0777, -0.0928], [-0.1481, 0.0901, 0.1130], [-0.4144, 0.3192, 0.0296], [0.1083, -0.1113, 0.2896], [0.0478, 0.0999, -0.0810], [0.0218, 0.2132, -0.0676], [0.0225, 0.0770, 0.1257], [-0.0171, -0.0075, 0.0261], [-0.2831, -0.0663, -0.0244], [0.0267, 0.0540, 0.0763], [-0.1225, 0.0308, 0.0460], [0.9567, -0.3283, -0.3370], [0.0779, 0.0713, -0.0437], [0.2126, -0.7913, 0.2541], [-0.0852, 0.0265, -0.0169], [0.5258, -0.1608, 0.8903], [-0.1894, -0.1609, -0.0215], [-0.7048, 0.2021, -1.0626], [0.0604, 0.0137, -0.0690], [-0.4699, -0.0675, 0.0573], [-0.6230, 0.1692, 0.2099], [0.0035, 0.0132, -0.0803]], "lowdin_charge": [-0.0315, 0.1314, -0.2314, 0.0790, -0.0622, -0.0053, 0.0897, 0.0877, -0.2241, 0.1097, -0.0153, 0.0138, 0.1185, 0.0899, -0.2173, 0.1247, -0.5658, -0.0206, -0.0605, 0.0294, 0.0814, 0.6969, -0.2647, -0.1559, 0.0864, -0.0649, -0.0806, 0.0879, 0.0757, -0.1578, -0.0306, -0.3387, 0.1192, -0.2199, 0.1195, 0.0954, 0.1206, 0.0845, 0.0808, -0.2964, -0.0119, 0.1182, 0.2001, 0.0729, -0.0800, 0.1079, 0.0599, -0.0195, 0.0680, -0.0134, -0.0054, -0.0819, 0.1065]}


Entry 3:
{"formula": "C4H13N3O", "method": "the ωB97M-V functional and the def2-TZVPD basis", "multiplicity": 1, "homo_ev": -9.205, "smiles": "[H]/N=C(/C)N(C)N.CO", "relative_energy_kj_mol": 233.69, "total_charge": 0, "homo_lumo_gap_ev": 9.96, "total_energy_ha": -399.65827, "elements": ["H", "H", "C", "O", "H", "H", "C", "C", "H", "H", "H", "C", "H", "H", "N", "H", "N", "N", "H", "H", "H"], "positions_angstrom": [[-0.827, 0.394, -2.064], [-2.327, 0.868, 0.938], [-1.577, 0.092, 0.752], [0.431, -1.974, -0.850], [0.859, -2.959, 0.925], [-1.864, -0.486, -0.124], [0.063, 1.502, -0.472], [1.229, -2.853, -0.100], [-1.536, -0.568, 1.615], [2.274, -2.523, -0.069], [1.182, -3.822, -0.594], [-0.818, 1.411, -1.679], [0.436, -1.110, -0.417], [1.436, 0.538, 1.646], [-0.251, 0.650, 0.575], [0.391, 1.701, 2.183], [0.454, 0.758, 1.796], [1.060, 2.279, -0.512], [1.639, 2.314, 0.324], [-1.836, 1.708, -1.437], [-0.419, 2.079, -2.435]], "forces_ev_per_a": [[-0.0937, -0.1076, -0.0608], [-0.0464, -0.0326, 0.0112], [-0.2379, 0.0134, -0.0108], [-0.2438, 0.3500, -0.2382], [0.0499, -0.0707, -0.0036], [-0.0737, -0.0047, 0.0020], [0.0580, -0.0123, 0.0557], [0.1575, -0.1355, 0.1473], [-0.0196, 0.0110, -0.1193], [-0.0035, -0.0856, 0.0194], [0.0619, -0.0269, 0.0810], [-0.0549, 0.0036, -0.0378], [-0.0401, -0.0155, 0.0110], [-0.1926, 0.0589, -0.0032], [0.3868, -0.3275, 0.5743], [0.0266, -0.0953, -0.1913], [0.0840, 0.1041, -0.1163], [0.5541, 0.6328, -0.1692], [-0.2382, -0.2114, 0.0640], [-0.1335, -0.0377, -0.0345], [-0.0008, -0.0108, 0.0188]], "lowdin_charge": [0.0799, 0.0878, -0.0672, -0.1311, 0.0766, 0.0789, -0.4918, -0.1705, 0.0863, 0.0768, 0.0774, -0.0293, 0.0304, 0.0850, -0.2465, 0.0911, 0.0536, 0.1260, 0.0269, 0.0791, 0.0805]}